# 1
Molecular formula: C6H13F2N5O4S2
Method: DFT, ωB97M-V/def2-TZVPD

Each line ends with the natural charge from an NBO analysis.
CARTESIAN COORDINATES (ANGSTROEM)
N  -0.12  3.56  1.34  -0.603
C  -1.14  3.13  1.99  0.115
C  -1.27  1.71  2.60  -0.471
C  -1.21  0.55  1.51  -0.226
C  -2.40  0.66  0.49  -0.243
N  -2.06  0.08  -0.83  -0.548
C  -0.86  0.74  -1.30  0.716
N  -0.84  1.23  -2.53  -0.726
N  0.31  0.92  -0.53  -0.596
C  0.20  0.40  0.85  -0.252
H  -0.31  4.53  1.06  0.344
H  -2.00  3.84  2.17  0.157
H  -0.50  1.51  3.38  0.250
H  -2.28  1.60  3.10  0.221
H  -1.38  -0.40  2.10  0.239
H  -2.84  1.70  0.42  0.194
H  -3.23  0.03  0.91  0.228
H  -2.81  0.34  -1.49  0.381
H  0.04  1.54  -2.94  0.442
H  -1.70  1.31  -3.05  0.415
H  1.00  0.31  -0.99  0.466
H  0.92  1.00  1.48  0.239
H  0.55  -0.67  0.92  0.243
N  3.36  -3.63  -1.70  -1.173
S  2.21  -2.67  -2.16  2.499
O  2.17  -1.35  -1.55  -1.001
O  0.93  -3.26  -2.48  -0.924
F  2.74  -2.31  -3.62  -0.503
S  3.17  -4.12  -0.22  2.485
O  4.35  -4.73  0.33  -0.920
O  1.93  -4.78  0.11  -0.929
F  3.08  -2.77  0.62  -0.518

Values from the calculation:
Kohn-Sham gap: 8.43 eV
LUMO energy: -0.791 eV
charge: 0
multiplicity: 1

# 2
Molecular formula: C20H22N4O2
Method: DFT, ωB97M-V/def2-TZVPD

Each line ends with the natural charge from an NBO analysis.
CARTESIAN COORDINATES (ANGSTROEM)
C  -1.20  -5.75  0.93  -0.252
O  -0.90  -5.37  -0.39  -0.492
C  -0.97  -4.05  -0.72  0.324
C  -0.66  -3.75  -2.05  -0.287
C  -0.69  -2.43  -2.47  -0.183
C  -1.03  -1.40  -1.60  0.049
N  -1.05  -0.08  -2.05  -0.579
C  -0.44  0.96  -1.41  0.477
N  0.29  0.69  -0.35  -0.559
C  0.89  1.73  0.27  0.592
N  1.60  1.41  1.37  -0.402
C  2.41  2.39  2.07  -0.205
C  3.07  1.58  3.19  -0.410
C  3.15  0.17  2.60  -0.407
C  1.83  0.06  1.83  -0.206
N  0.86  2.99  -0.09  -0.563
C  0.13  3.29  -1.18  0.203
C  0.06  4.63  -1.62  -0.224
C  -0.69  4.97  -2.71  -0.183
C  -1.40  3.99  -3.42  -0.254
C  -1.35  2.68  -3.03  -0.177
C  -0.58  2.30  -1.91  -0.150
C  -1.39  -1.72  -0.28  0.405
O  -1.83  -0.68  0.49  -0.498
C  -2.11  -0.91  1.84  -0.251
C  -1.34  -3.04  0.15  -0.413
H  -1.06  -6.83  0.97  0.201
H  -2.24  -5.52  1.20  0.174
H  -0.52  -5.28  1.65  0.174
H  -0.40  -4.54  -2.72  0.225
H  -0.44  -2.19  -3.49  0.212
H  -1.32  0.07  -3.01  0.399
H  3.15  2.81  1.38  0.196
H  1.79  3.21  2.43  0.211
H  2.43  1.58  4.07  0.199
H  4.05  1.98  3.46  0.216
H  3.99  0.10  1.91  0.202
H  3.25  -0.60  3.36  0.212
H  1.02  -0.25  2.50  0.174
H  1.86  -0.62  0.98  0.228
H  0.61  5.37  -1.06  0.222
H  -0.74  6.00  -3.04  0.212
H  -1.99  4.27  -4.28  0.211
H  -1.91  1.94  -3.58  0.195
H  -1.25  -1.33  2.38  0.175
H  -2.98  -1.58  1.97  0.174
H  -2.35  0.06  2.26  0.205
H  -1.61  -3.27  1.17  0.225

Values from the calculation:
structure (SMILES): COc1ccc(Nc2nc(N3CCCC3)nc3ccccc23)c(OC)c1
Kohn-Sham gap: 7.97 eV
relative energy (zero: lowest compared OMol25 entry of this formula, charge and spin): 24.1 kcal per mole
LUMO energy: 0.648 eV
charge: 0
multiplicity: 1

# 3
Molecular formula: C31H37N5Ti
Method: DFT, ωB97M-V/def2-TZVPD

Each line ends with the Mulliken charge.
CARTESIAN COORDINATES (ANGSTROEM)
Ti  -1.03  0.38  0.65  -4.233
N  -2.75  1.46  0.66  0.700
N  -1.58  0.23  -1.97  0.802
C  0.12  -1.52  1.42  1.000
C  -1.17  -1.92  0.92  1.108
C  -2.18  -1.30  1.73  -0.071
C  -3.63  -1.60  1.63  -1.876
H  -3.86  -2.10  0.68  0.508
H  -4.27  -0.71  1.70  0.334
H  -3.94  -2.30  2.43  0.371
C  -1.51  -0.54  2.76  0.920
C  -2.17  0.10  3.93  -1.329
H  -2.44  -0.65  4.70  0.477
H  -3.10  0.61  3.64  0.326
H  -1.52  0.84  4.40  0.027
C  -0.10  -0.70  2.58  1.141
C  0.95  -0.35  3.57  -1.181
H  0.72  0.58  4.11  -0.046
H  1.93  -0.24  3.10  0.551
H  1.05  -1.14  4.33  0.512
C  -1.50  -2.93  -0.12  -2.115
H  -2.18  -3.70  0.28  0.348
H  -0.61  -3.42  -0.51  0.473
H  -2.04  -2.47  -0.97  0.369
C  1.45  -1.97  0.94  -2.304
H  2.11  -1.12  0.73  0.249
H  1.38  -2.55  0.01  0.373
H  1.97  -2.61  1.68  0.344
C  -3.32  2.40  1.49  0.341
H  -3.04  2.36  2.54  0.627
C  -4.19  3.34  0.98  -1.362
H  -4.53  4.16  1.63  0.175
C  -4.65  3.26  -0.35  -0.213
H  -5.31  4.00  -0.78  0.435
C  -4.26  2.15  -1.10  -0.602
H  -4.61  1.97  -2.11  0.351
C  -3.30  1.25  -0.58  0.331
C  -2.83  0.14  -1.34  -1.532
H  -3.55  -0.57  -1.76  0.617
C  -0.36  0.19  -1.27  -0.835
C  -1.36  0.28  -3.34  -0.856
H  -2.16  0.35  -4.04  0.498
C  -0.03  0.19  -3.54  -0.733
H  0.55  0.18  -4.44  0.626
N  0.57  0.03  -2.30  2.108
C  1.89  -0.49  -2.22  -3.325
C  2.12  -1.82  -2.60  2.763
C  3.42  -2.33  -2.51  -2.143
H  3.60  -3.37  -2.80  -0.281
C  4.48  -1.53  -2.10  4.272
C  5.88  -2.08  -2.04  -1.524
H  6.22  -2.20  -1.01  0.464
H  6.59  -1.42  -2.56  0.408
H  5.91  -3.07  -2.53  0.246
C  4.24  -0.18  -1.80  -4.668
H  5.06  0.49  -1.52  -0.766
C  2.96  0.37  -1.92  4.015
C  2.75  1.84  -1.80  -2.099
H  2.36  2.30  -2.71  0.179
H  3.73  2.30  -1.59  0.683
H  2.08  2.09  -0.97  0.558
C  1.04  -2.73  -3.13  -1.783
H  0.69  -2.43  -4.12  0.402
H  0.17  -2.81  -2.46  0.151
H  1.47  -3.74  -3.24  0.337
N  2.03  3.07  1.84  1.295
C  1.00  3.85  2.36  -3.172
C  -0.15  3.21  2.07  1.929
N  0.15  2.04  1.36  0.367
C  1.48  1.97  1.28  -1.515
H  3.02  3.28  1.88  1.350
H  1.18  4.74  2.95  0.493
H  -1.17  3.48  2.31  0.452
H  2.09  1.14  0.90  1.160

Values from the calculation:
Kohn-Sham gap (alpha / beta): 1.51 / 1.50 eV
LUMO energy (alpha / beta): 4.118 / 4.110 eV
charge: -2
multiplicity: 3

# 4
Molecular formula: C4H8N2O5P
Method: DFT, ωB97M-V/def2-TZVPD

Each line ends with the natural charge from an NBO analysis.
CARTESIAN COORDINATES (ANGSTROEM)
C  -1.89  -1.73  -1.09  0.958
C  -1.79  1.48  0.22  -0.255
C  0.94  0.22  2.47  -0.247
C  2.08  -0.55  -2.14  -0.448
N  2.74  0.40  -1.68  0.062
N  3.38  1.28  -1.33  -0.120
O  -2.95  -2.28  -1.25  -0.708
O  -0.99  -1.39  -1.86  -0.785
O  -1.58  -1.37  0.30  -0.882
O  -0.56  0.93  -0.19  -0.837
O  -0.16  -0.44  1.92  -0.834
P  -0.16  -0.63  0.24  1.591
H  -2.63  0.89  -0.16  0.186
H  -1.84  2.49  -0.19  0.169
H  -1.87  1.52  1.31  0.169
H  1.24  -0.30  3.39  0.163
H  0.69  1.26  2.72  0.157
H  1.78  0.24  1.78  0.167
H  2.56  -1.50  -2.26  0.212
H  1.00  -0.50  -2.18  0.281

Values from the calculation:
Kohn-Sham gap: 8.42 eV
relative energy (zero: lowest compared OMol25 entry of this formula, charge and spin): 59.4 kcal per mole
LUMO energy: 3.631 eV
charge: -1
multiplicity: 1